{
  "formula": "C32H41Cl12F3O2",
  "method": "wB97M-V/def2-TZVPD",
  "e_above_lowest_ev": 0.000,
  "homo_lumo_gap_ev": 8.96,
  "charge": 0,
  "elements": ["C", "C", "H", "C", "H", "H", "C", "H", "C", "C", "H", "C", "H", "H", "C", "C", "H", "H", "H", "C", "C", "H", "H", "C", "H", "O", "H", "H", "Cl", "C", "C", "F", "Cl", "Cl", "Cl", "H", "H", "C", "C", "C", "H", "C", "C", "Cl", "H", "H", "C", "C", "H", "H", "H", "F", "H", "C", "Cl", "Cl", "H", "C", "H", "H", "C", "H", "C", "F", "O", "H", "C", "Cl", "C", "H", "H", "Cl", "C", "Cl", "Cl", "C", "H", "C", "Cl", "H", "H", "H", "C", "C", "H", "H", "H", "H", "H", "H"],
  "positions_angstrom": [[3.620, -3.266, 3.651], [3.156, -1.843, 4.088], [-6.089, 2.674, -3.677], [1.973, 1.042, 1.046], [5.773, -4.831, 2.800], [-2.840, 0.073, 0.373], [-1.184, -0.968, 1.280], [-4.505, 3.120, -4.318], [1.560, -1.041, 2.194], [3.278, 4.902, -6.390], [-7.345, 1.199, 2.089], [-7.160, 2.375, 0.284], [3.895, 6.882, -5.787], [10.482, -2.414, 0.827], [-7.229, -2.507, -2.869], [1.203, -0.080, 1.235], [8.752, -4.470, -0.650], [-1.375, -3.235, 3.787], [10.275, -2.467, -0.926], [3.447, 0.250, 2.779], [9.508, -4.190, 0.080], [-6.921, 2.234, -0.766], [-6.932, -1.370, -1.085], [-7.644, -1.425, -1.906], [3.921, 4.826, -7.266], [-0.233, -0.039, -0.715], [-8.048, 0.464, 0.647], [-1.024, 4.641, -2.123], [-8.458, -2.798, -4.128], [-0.154, 4.429, -1.502], [4.286, -3.379, 2.250], [-4.978, -3.617, 3.189], [8.937, -4.702, 1.688], [4.128, 4.097, -5.048], [8.332, -1.722, 0.151], [3.024, -4.284, 0.634], [3.071, -5.235, 2.158], [-2.523, -0.654, 1.118], [0.647, -2.232, 2.319], [-5.400, 4.642, -3.112], [-5.769, 5.166, -3.993], [9.808, -2.713, 0.027], [-3.445, -1.265, 1.940], [-6.628, 4.850, -1.835], [0.987, 5.960, -2.457], [6.335, -3.692, 1.531], [-0.086, -0.323, 0.457], [1.096, 4.913, -2.193], [3.964, -1.352, 4.644], [1.296, 4.350, -3.101], [2.332, -1.962, 4.811], [-4.774, -1.865, 4.515], [4.329, 0.443, 3.390], [-1.757, -2.527, 3.056], [-5.954, 3.483, 0.980], [1.783, 6.541, -4.799], [4.373, -3.587, 4.390], [3.640, -4.580, 1.490], [4.445, -5.218, 1.090], [-0.294, 4.918, -0.541], [2.995, 6.353, -6.091], [10.414, -4.757, -0.131], [2.687, -0.901, 2.992], [-3.493, -3.618, 4.736], [0.990, -3.392, 2.428], [-8.126, 2.875, 0.351], [-0.838, -1.908, 2.238], [2.531, 4.790, -1.142], [-4.113, -2.823, 3.842], [-8.632, -1.617, -1.492], [4.311, -2.455, 1.663], [-7.673, 0.185, -2.675], [-5.159, 3.191, -3.449], [-0.127, 2.669, -1.229], [-4.353, 2.317, -2.123], [-3.096, -2.180, 2.913], [2.362, 4.350, -6.587], [-7.214, 1.060, 1.018], [-5.730, 0.096, 0.764], [-4.523, -1.011, 1.838], [3.694, 2.097, 1.711], [2.786, -3.955, 3.801], [5.784, -3.783, 2.471], [3.103, 1.193, 1.841], [-7.098, -3.445, -2.332], [-6.292, -2.261, -3.364], [-4.486, 5.131, -2.781], [1.701, 1.809, 0.332], [6.237, -3.187, 3.274], [2.595, 6.841, -6.979]],
  "forces_ev_per_angstrom": [[0.272, 0.671, 0.432], [-0.439, -0.373, 0.029], [-0.002, 0.011, 0.078], [0.274, 0.257, -0.052], [0.290, 0.191, -0.063], [0.095, -0.144, 0.109], [0.046, 0.257, -0.280], [0.013, 0.054, 0.023], [-0.392, -0.830, 0.085], [0.031, -0.040, -0.101], [0.150, -0.014, -0.004], [-0.089, 0.044, -0.041], [-0.024, -0.063, 0.095], [-0.083, -0.021, 0.046], [0.071, -0.061, 0.035], [-0.953, -0.584, -0.256], [-0.050, 0.057, 0.063], [-0.321, 0.034, -0.113], [-0.048, -0.044, -0.016], [0.342, 0.143, 0.334], [0.080, -0.080, -0.078], [0.090, -0.021, 0.047], [0.067, 0.011, -0.075], [0.038, -0.140, 0.148], [0.020, 0.061, 0.028], [0.032, -0.166, 0.912], [0.044, 0.021, -0.084], [0.049, -0.010, -0.055], [0.005, 0.016, -0.031], [-0.078, 0.022, 0.056], [0.604, -1.637, 0.659], [-0.307, 0.440, 0.087], [0.124, -0.042, -0.014], [-0.061, -0.008, 0.038], [-0.009, 0.007, 0.032], [-0.106, -0.044, 0.328], [-0.069, 0.344, -0.132], [0.096, 0.173, -0.327], [-0.817, -0.373, 0.043], [-0.010, 0.078, -0.158], [-0.020, -0.061, -0.008], [0.115, 0.015, -0.072], [-1.779, 0.017, 0.236], [0.009, 0.162, -0.350], [-0.023, 0.018, 0.144], [0.058, -0.042, 0.309], [0.216, 0.016, -0.009], [-0.180, -0.067, 0.103], [-0.168, 0.035, -0.266], [0.052, -0.060, 0.077], [0.203, -0.005, -0.133], [-0.397, -0.423, -0.026], [-0.173, -0.214, -0.073], [0.056, -0.133, 0.089], [0.076, -0.188, 0.376], [0.105, 0.155, -0.255], [-0.213, 0.141, -0.118], [0.592, 0.136, -0.607], [-0.227, 0.229, -0.095], [0.061, -0.035, 0.002], [0.050, 0.097, -0.194], [0.024, 0.059, 0.028], [0.772, 0.165, 0.187], [-0.282, 0.226, 0.146], [0.137, 0.683, 0.238], [-0.007, -0.053, 0.058], [1.514, 0.315, -0.240], [0.026, -0.036, 0.001], [1.048, 0.166, -0.436], [-0.035, 0.032, -0.129], [-0.538, -0.089, 0.175], [-0.071, 0.035, -0.002], [0.003, -0.012, -0.097], [-0.122, 0.286, -0.149], [-0.005, 0.001, 0.009], [0.800, -0.697, 0.332], [-0.002, 0.021, 0.077], [-0.253, 0.087, -0.087], [-1.040, 0.806, -0.535], [1.594, -0.599, 0.507], [0.026, -0.216, 0.113], [0.130, 0.163, -0.474], [-0.975, 0.213, 0.087], [-0.097, 0.660, -0.481], [-0.050, 0.034, 0.039], [-0.056, 0.058, -0.027], [-0.027, -0.061, 0.091], [-0.003, -0.190, -0.012], [0.140, 0.020, -0.380], [-0.040, -0.060, 0.006]]
}

{
  "formula": "C37H46ClFN2O21",
  "method": "wB97M-V/def2-TZVPD",
  "homo_lumo_gap_ev": 8.22,
  "charge": 0,
  "elements": ["H", "C", "C", "C", "C", "H", "H", "H", "H", "N", "C", "H", "O", "H", "H", "H", "C", "H", "H", "H", "H", "H", "C", "O", "C", "H", "C", "H", "H", "F", "O", "C", "H", "H", "H", "O", "O", "H", "C", "C", "H", "C", "H", "O", "H", "O", "H", "O", "H", "C", "C", "H", "O", "C", "C", "C", "C", "N", "H", "C", "C", "H", "H", "O", "O", "H", "O", "H", "H", "Cl", "C", "H", "H", "C", "C", "C", "H", "O", "C", "H", "C", "C", "H", "C", "C", "O", "C", "O", "H", "C", "C", "C", "O", "H", "O", "H", "O", "H", "O", "O", "O", "H", "H", "H", "H", "C", "C", "C"],
  "positions_angstrom": [[-0.085, 1.617, -4.074], [-3.115, -0.011, -0.687], [0.710, -0.311, -0.969], [-2.486, -2.180, 7.088], [3.872, -2.285, 1.354], [-0.514, -0.070, 0.711], [-5.775, -7.272, 7.834], [-1.005, 3.634, -2.028], [-1.615, 3.468, -3.647], [3.508, 0.692, -3.103], [-5.777, -4.680, 8.886], [-1.477, 5.116, -5.708], [-4.482, -4.878, 8.529], [-2.122, -4.786, 3.346], [0.031, -6.458, 1.946], [-1.769, -2.084, -2.250], [-1.774, -0.704, -0.873], [1.862, -3.994, -0.204], [-7.149, 3.297, 2.903], [-1.955, -1.441, 6.486], [8.721, 0.315, -4.753], [-0.363, -4.683, 3.535], [-1.880, -4.239, 6.402], [1.252, 10.435, -3.610], [-4.139, -6.236, 8.834], [4.835, -1.835, 1.560], [1.660, 8.197, -3.895], [-8.191, 1.897, 2.586], [-1.807, -1.609, -0.266], [6.218, -1.553, -3.497], [1.153, 3.832, -5.413], [-1.167, -4.866, 2.827], [-3.873, -0.792, -0.595], [-0.002, 5.810, -6.336], [-0.623, 6.401, -4.824], [-1.758, -3.979, -0.397], [-6.305, -3.617, 8.911], [3.193, 9.696, -3.500], [1.092, 1.852, -2.231], [-1.013, -6.176, 2.088], [9.189, -0.770, -6.076], [2.730, -0.077, -2.275], [-3.153, 0.558, 0.245], [-1.591, -5.875, 0.810], [3.202, -4.081, -1.393], [11.853, 2.450, -5.412], [-4.399, -3.204, 7.009], [-1.571, -1.145, -2.212], [-0.758, 1.201, -0.497], [1.490, 0.456, -1.810], [3.760, -3.368, 0.559], [1.832, 7.283, -3.330], [0.257, 8.472, -3.997], [-0.593, 0.137, -0.357], [4.627, 0.176, -3.465], [-6.987, 2.517, 0.874], [-1.518, -4.539, 0.626], [4.345, -1.910, -2.324], [0.966, 2.449, -1.322], [0.380, 4.476, -4.775], [-0.210, 1.917, -3.034], [2.980, -1.843, 1.788], [2.069, 8.076, -4.900], [9.794, 2.376, -6.327], [-1.616, -3.296, 7.328], [4.461, -4.179, 0.748], [-1.136, -3.909, 1.759], [-1.538, -6.998, 2.567], [-3.393, 0.609, -1.540], [5.693, 1.097, -4.480], [2.183, 9.432, -3.197], [-5.559, -7.738, 9.532], [7.879, 1.603, -6.602], [9.293, 0.237, -5.679], [-0.710, 3.362, -3.043], [5.030, -1.122, -3.064], [9.126, 1.002, -7.709], [-0.927, 10.381, -4.177], [-7.232, 2.355, 2.359], [-2.792, -1.722, 8.024], [-3.632, -2.824, 6.342], [3.158, -1.364, -1.902], [-3.454, -6.636, 8.091], [2.761, -3.503, -0.589], [0.093, 9.821, -3.950], [-4.063, 1.191, 1.978], [-5.491, -6.915, 8.826], [-2.992, -3.935, 5.696], [-7.290, 3.489, 0.495], [8.920, 1.301, -6.679], [1.143, -1.610, -0.599], [10.870, 1.846, -5.687], [0.304, 4.303, -3.422], [-3.659, -6.265, 9.813], [-1.219, -5.216, 6.227], [-1.022, 1.345, -2.596], [-5.569, 2.356, 0.780], [2.148, 9.345, -2.110], [-6.373, -5.851, 9.201], [-6.156, 1.498, 2.753], [10.665, 0.534, -5.402], [-7.470, 1.737, 0.282], [0.536, -2.208, 0.069], [1.863, 2.346, -2.808], [-4.091, -2.160, 5.613], [-5.156, 1.638, 1.850], [-0.500, 5.499, -5.422], [2.330, -2.127, -1.047]],
  "forces_ev_per_angstrom": [[0.210, -0.375, 0.066], [-0.127, -0.370, 0.110], [0.250, -0.083, 0.159], [-0.061, 0.204, 0.042], [-0.456, -0.489, -0.140], [-0.147, 0.277, 0.134], [0.011, 0.049, -0.014], [0.112, 0.138, 0.061], [0.106, 0.093, -0.260], [0.148, -0.434, 0.260], [-0.096, 0.035, 0.048], [-0.065, -0.193, 0.213], [-0.047, -0.220, 0.105], [-0.010, -0.001, -0.031], [0.000, 0.051, -0.043], [0.030, -0.061, 0.059], [-0.209, -0.410, 0.417], [-0.085, -0.342, -0.402], [0.044, 0.004, -0.025], [0.036, -0.058, -0.026], [-0.004, 0.031, -0.012], [0.036, 0.150, -0.089], [0.029, -0.007, 0.084], [-0.018, -0.134, -0.017], [0.215, -0.193, -0.010], [0.171, -0.814, 1.298], [0.142, -0.255, 0.000], [0.099, -0.156, 0.071], [0.118, 0.046, 0.176], [-0.005, -0.031, -0.030], [0.603, -0.381, -0.364], [0.035, -0.068, 0.341], [-0.176, 0.077, -0.120], [-0.012, -0.133, -0.162], [-0.194, -0.202, 0.238], [-0.024, -0.028, -0.198], [0.016, 0.069, -0.051], [-0.073, 0.157, -0.078], [-0.411, -0.308, 0.171], [0.092, -0.137, 0.149], [0.193, -0.030, 0.042], [-0.207, 0.292, -0.185], [0.155, -0.028, -0.377], [0.037, 0.114, 0.056], [0.071, -0.126, 0.021], [0.045, 0.029, 0.004], [0.009, 0.012, 0.033], [-0.054, 0.397, -0.283], [-0.060, 0.112, 0.044], [0.040, 0.036, -0.089], [0.472, 0.243, 0.073], [-0.199, -0.025, 0.009], [0.192, 0.200, 0.074], [0.316, -0.222, -0.453], [-0.080, 0.371, -0.143], [-0.192, 0.064, -0.103], [-0.008, 0.037, 0.033], [-0.308, 0.980, -0.179], [-0.058, 0.069, 0.034], [-0.042, -0.237, -0.152], [-0.103, 1.083, -0.230], [-0.026, 1.127, -1.096], [-0.009, 0.055, -0.006], [0.084, -0.182, 0.091], [-0.069, 0.011, -0.112], [0.769, 0.339, -1.136], [0.015, -0.112, -0.084], [-0.137, 0.001, -0.164], [0.206, 0.163, -0.009], [-0.038, 0.020, -0.006], [0.183, -0.032, 0.089], [-0.137, 0.110, 0.103], [0.067, 0.198, 0.043], [-0.179, -0.299, 0.138], [-0.264, -0.366, 0.675], [0.543, -0.601, -0.033], [0.046, -0.007, 0.018], [-0.048, 0.012, -0.008], [-0.198, 0.090, 0.048], [0.089, -0.170, 0.104], [-0.326, 0.333, -0.059], [-0.425, -0.504, 0.395], [0.000, 0.191, -0.092], [-0.723, 0.254, 1.578], [-0.108, 0.032, -0.029], [-0.091, 0.111, 0.370], [0.028, -0.208, -0.033], [0.097, 0.026, 0.078], [0.191, 0.037, -0.036], [-0.218, 0.012, -0.182], [0.662, 0.356, -0.563], [0.017, 0.012, 0.031], [-0.491, 0.397, -0.039], [-0.048, 0.029, 0.019], [-0.025, -0.091, -0.075], [0.042, -0.341, -0.078], [-0.060, -0.022, 0.101], [-0.044, -0.020, -0.009], [0.143, 0.027, -0.035], [-0.004, 0.045, -0.112], [-0.087, 0.219, -0.151], [0.023, -0.032, 0.032], [-0.132, 0.012, 0.018], [0.195, -0.137, 0.000], [0.133, -0.134, -0.192], [0.061, -0.012, 0.007], [0.131, 0.822, -0.070], [-0.346, -0.639, 0.116]]
}

{
  "formula": "C4H10N2",
  "method": "wB97M-V/def2-TZVPD",
  "e_above_lowest_ev": 1.694,
  "homo_lumo_gap_ev": [3.14, 5.88],
  "charge": -1,
  "spin_multiplicity": 2,
  "elements": ["C", "H", "H", "H", "H", "H", "H", "H", "H", "N", "C", "H", "C", "C", "N", "H"],
  "positions_angstrom": [[-0.340, 0.130, 0.806], [-2.853, -1.843, -1.117], [-1.639, -1.057, -2.217], [0.905, 2.155, -0.696], [0.554, 1.940, 1.626], [1.050, -1.617, 0.037], [-0.623, -0.234, 1.772], [0.264, -0.393, -0.956], [1.685, 0.604, 1.517], [-0.927, -2.046, -0.415], [0.889, 1.139, 1.053], [2.464, 1.785, -0.218], [-1.776, -1.742, -1.333], [0.103, -1.070, -0.061], [1.484, 1.529, -0.207], [-1.239, 0.721, 0.409]],
  "forces_ev_per_angstrom": [[1.190, 0.742, 0.869], [-0.095, -0.395, -0.248], [0.539, -0.055, 0.582], [-0.429, 0.919, -0.889], [-0.486, 1.600, 1.323], [0.036, 0.631, 1.180], [-0.409, -0.074, 0.982], [0.458, -1.126, -0.246], [0.335, -0.515, 1.050], [2.282, -0.175, 3.167], [-0.762, -2.549, -2.044], [-0.439, 0.160, 0.245], [-2.749, 1.095, -2.310], [-1.339, 1.208, -3.651], [0.601, -0.305, -0.034], [1.267, -1.159, 0.025]]
}